(1)
12
Properties=species:S:1:pos:R:3:forces:R:3 method="wB97M-V/def2-TZVPD" multiplicity=1 homo_ev=-10.02 gap_ev=10.308 fmax_ha_per_bohr=0.1156 smiles="CO[P@](=S)(Cl)CF" e_lumo_ev=0.293 de_lowest_kj_mol=114.92
C 1.7950 0.7744 0.3694 0.87 0.40 -2.14
O 0.8459 -0.1489 0.7601 -5.69 0.60 -1.61
P -0.9261 0.3322 0.0887 4.18 0.51 1.81
S -0.9041 1.9072 -0.9737 -0.33 -0.31 0.18
Cl -1.9022 0.3236 1.8456 -0.09 -0.01 -0.23
C -1.1884 -1.2551 -0.6292 -1.26 -2.79 3.69
F -2.4419 -1.4255 -1.1219 -1.38 -0.05 0.20
H 2.2998 0.4694 -0.6025 -0.57 0.47 0.93
H 2.4364 0.6133 1.1585 2.42 0.36 1.47
H 1.5536 1.8609 0.3211 -0.39 -0.80 0.06
H -0.9496 -2.0774 0.2398 -0.49 1.93 -2.20
H -0.6182 -1.3741 -1.4561 2.73 -0.31 -2.17

(2)
14
Properties=species:S:1:pos:R:3:forces:R:3 method="wB97M-V/def2-TZVPD" multiplicity=3 homo_ev="-8.72 / -7.97" gap_ev="7.341 / 4.566" fmax_ha_per_bohr=0.1135 s_squared=2.0196 e_lumo_ev="-1.378 / -3.403"
Au 1.6972 -0.9016 1.0662 5.80 0.04 -0.65
N -0.1314 -1.0693 1.2253 -5.09 -0.81 0.40
S -0.6748 -0.0140 0.3363 0.10 1.76 -1.68
O -0.3577 0.0258 -1.1241 0.05 0.11 1.44
C -2.5309 -0.0972 0.3284 0.16 -0.12 0.28
F -2.9979 -0.0693 1.5657 -0.05 0.02 0.10
F -2.8580 -1.2509 -0.2424 -0.02 0.10 0.00
F -3.0536 0.9031 -0.3617 0.15 0.00 -0.01
Li 1.7025 0.4693 -1.4849 -0.62 -0.13 0.03
S 3.9510 -1.4627 -1.3936 -5.16 -1.22 0.63
O 2.2694 -1.9183 -1.3337 4.85 1.79 0.07
S 1.5410 1.7687 1.0100 -1.53 0.48 -2.64
O 1.8687 2.1123 -0.4785 -0.16 -0.86 2.24
O -0.4255 1.5043 0.8870 1.52 -1.17 -0.21